2 unconnected molecules or ions with the total composition C6H12O4 at a distorted geometry. Source: the Open Molecules 2025 dataset; level of theory: wB97M-V/def2-TZVPD.

The geometry in XYZ format:
```
22
C6H12O4 (wB97M-V/def2-TZVPD)
O 3.520 -0.432 4.403
C 2.399 -1.263 4.641
C 1.146 -0.721 3.998
O 1.209 -0.602 2.589
C 0.350 0.323 4.736
C -0.191 -1.076 4.558
H 3.380 0.415 4.837
H 2.231 -1.408 5.721
H 2.643 -2.243 4.209
H 1.946 -0.023 2.367
H 0.683 0.627 5.730
H -0.101 1.114 4.137
H -1.000 -1.209 3.839
H -0.230 -1.737 5.426
C 1.716 -4.018 -1.496
C 0.802 -3.304 -0.549
O 1.152 -2.698 0.441
O -0.464 -3.304 -0.967
H 2.746 -3.968 -1.129
H 1.393 -5.064 -1.590
H 1.653 -3.554 -2.489
H -0.723 -2.398 -1.232
```

- LUMO (eV) = 0.67
- HOMO-LUMO gap (eV) = 10.2
- net charge = 0
- 2S+1 = 1
- electronic energy (eV) = -14605.2188
- F_max (hartree/bohr) = 0.0499
- SMILES = OCC1(O)CC1.CC(=O)O
- energy above the lowest of the compared OMol25 structures with the same formula, charge and spin (kJ/mol) = 192.3